{
  "formula": "C4H4Cl4",
  "method": "wB97M-V/def2-TZVPD",
  "species": ["C", "C", "C", "C", "Cl", "Cl", "Cl", "Cl", "H", "H", "H", "H"],
  "positions_angstrom": [[0.32, 0.55, -0.06], [-0.53, -0.52, -0.08], [-1.98, -0.30, 0.02], [1.81, 0.42, -0.05], [-0.11, -2.18, -0.19], [2.55, -0.34, -1.58], [2.47, -0.49, 1.27], [2.59, 2.06, 0.12], [-0.05, 1.47, -0.04], [-2.54, -1.10, -0.48], [-2.30, -0.36, 1.09], [-2.23, 0.80, -0.02]],
  "gap_ev": [6.890, 7.733],
  "homo_ev": [-6.28, -10.73],
  "mol_weight_g_mol": 193.9,
  "multiplicity": 3,
  "e_above_lowest_kj_mol": 78.5,
  "s2": 2.0072,
  "e_lumo_ev": [0.61, -3.00]
}

***

{
  "formula": "C4H4ClF",
  "method": "wB97M-V/def2-TZVPD",
  "species": ["C", "C", "C", "C", "F", "Cl", "H", "H", "H", "H"],
  "positions_angstrom": [[0.69, 0.81, -0.51], [-0.47, 1.20, 0.00], [0.69, -0.65, -0.15], [-0.67, -0.62, 0.59], [-1.19, 2.29, 0.11], [-1.99, -1.46, -0.14], [1.43, 1.37, -1.06], [0.67, -1.32, -1.01], [1.53, -0.94, 0.50], [-0.69, -0.70, 1.67]],
  "gap_ev": 10.649,
  "homo_ev": -9.63,
  "mol_weight_g_mol": 106.5,
  "e_above_lowest_kj_mol": 147.9,
  "e_lumo_ev": 1.02
}

***

{
  "formula": "C4H4ClF",
  "method": "wB97M-V/def2-TZVPD",
  "species": ["C", "C", "Cl", "C", "C", "F", "H", "H", "H", "H"],
  "positions_angstrom": [[0.94, 1.27, -0.02], [0.95, -0.06, 0.19], [2.30, -1.21, -0.23], [-0.35, -0.80, 0.60], [-1.30, -0.50, -0.35], [-2.56, -0.97, -0.24], [1.73, 1.84, -0.50], [-0.06, 1.72, 0.26], [-0.44, -1.45, 1.56], [-1.20, 0.17, -1.27]],
  "gap_ev": 10.652,
  "homo_ev": -9.75,
  "mol_weight_g_mol": 106.5,
  "e_above_lowest_kj_mol": 76.4,
  "e_lumo_ev": 0.90
}

***

{
  "formula": "C4H4ClF",
  "method": "wB97M-V/def2-TZVPD",
  "species": ["C", "C", "F", "C", "C", "Cl", "H", "H", "H", "H"],
  "positions_angstrom": [[-1.20, 0.92, -0.17], [-0.92, -0.41, -0.13], [-1.83, -1.25, 0.26], [0.45, -0.72, -0.36], [1.39, 0.04, 0.25], [2.98, -0.42, 0.01], [-2.31, 1.06, 0.18], [-0.56, 1.68, -0.35], [0.63, -1.55, -0.98], [1.36, 0.65, 1.31]],
  "gap_ev": 9.486,
  "homo_ev": -9.04,
  "mol_weight_g_mol": 106.5,
  "e_above_lowest_kj_mol": 131.9,
  "e_lumo_ev": 0.45
}

***

{
  "formula": "C4H4ClN",
  "method": "wB97M-V/def2-TZVPD",
  "species": ["N", "C", "C", "C", "C", "Cl", "H", "H", "H", "H"],
  "positions_angstrom": [[-1.31, 2.44, -1.21], [-1.12, 1.35, -0.86], [-0.88, -0.01, -0.38], [0.25, -0.07, 0.61], [1.31, -0.82, 0.42], [2.61, -0.95, 1.56], [-0.67, -0.65, -1.25], [-1.82, -0.38, 0.06], [0.15, 0.52, 1.51], [1.50, -1.43, -0.45]],
  "gap_ev": 10.890,
  "homo_ev": -10.14,
  "mol_weight_g_mol": 101.5,
  "e_above_lowest_kj_mol": 72.2,
  "e_lumo_ev": 0.75
}

***

{
  "formula": "C4H4ClN",
  "method": "wB97M-V/def2-TZVPD",
  "species": ["C", "C", "C", "Cl", "H", "H", "H", "C", "N", "H"],
  "positions_angstrom": [[-1.92, 1.59, -0.60], [-0.84, 1.00, -0.23], [0.26, 0.55, 0.18], [0.52, 0.93, 2.02], [-1.98, 2.57, -0.89], [-2.98, 1.05, -0.72], [0.77, -0.36, -0.08], [2.03, -2.26, 0.18], [1.41, -2.45, -0.76], [2.72, -2.61, 0.90]],
  "gap_ev": 10.029,
  "homo_ev": -9.61,
  "mol_weight_g_mol": 101.5,
  "e_above_lowest_kj_mol": 349.7,
  "e_lumo_ev": 0.42
}

***

{
  "formula": "C4H4ClN",
  "method": "wB97M-V/def2-TZVPD",
  "species": ["C", "C", "Cl", "H", "C", "C", "N", "H", "H", "H"],
  "positions_angstrom": [[0.86, -1.88, 0.08], [1.30, -0.77, 0.01], [2.35, 0.48, -0.16], [0.30, -2.76, 0.14], [-0.28, 1.60, 0.25], [-1.04, 0.59, -0.06], [-1.85, -0.27, -0.33], [0.12, 1.68, 1.25], [-0.19, 2.45, -0.41], [-1.57, -1.13, -0.78]],
  "gap_ev": 9.551,
  "homo_ev": -8.85,
  "mol_weight_g_mol": 101.5,
  "e_above_lowest_kj_mol": 392.5,
  "e_lumo_ev": 0.70
}

***

{
  "formula": "C4H4ClN3",
  "method": "wB97M-V/def2-TZVPD",
  "species": ["H", "N", "C", "C", "C", "N", "H", "H", "H", "N", "C", "Cl"],
  "positions_angstrom": [[1.31, -2.64, -0.89], [0.85, -2.14, -0.13], [1.04, -0.91, -0.32], [0.76, 0.13, 0.63], [0.86, 1.41, 0.30], [0.84, 2.61, 0.18], [1.55, -0.66, -1.32], [0.84, -0.24, 1.62], [1.65, 3.09, -0.15], [-4.03, -1.04, 0.64], [-3.38, -0.35, 0.01], [-2.30, 0.74, -0.57]],
  "gap_ev": 9.542,
  "homo_ev": -9.22,
  "mol_weight_g_mol": 129.6,
  "e_above_lowest_kj_mol": 374.0,
  "e_lumo_ev": 0.33
}

***

{
  "formula": "C4H4ClNOS",
  "method": "wB97M-V/def2-TZVPD",
  "species": ["H", "N", "C", "O", "C", "Cl", "H", "C", "C", "S", "H", "H"],
  "positions_angstrom": [[-1.20, -2.02, 1.21], [-1.36, -1.09, 1.04], [-1.20, -0.60, -0.07], [-0.95, -0.83, -1.36], [-1.30, 0.51, -1.00], [-2.86, 1.16, -1.61], [-0.46, 1.27, -1.13], [2.03, -0.25, 0.45], [1.70, 0.95, 0.78], [1.26, 2.40, 1.22], [1.20, -0.94, -0.05], [3.16, -0.57, 0.53]],
  "gap_ev": 8.460,
  "homo_ev": -8.90,
  "mol_weight_g_mol": 149.6,
  "e_above_lowest_kj_mol": 348.6,
  "e_lumo_ev": -0.44
}

***

{
  "formula": "C4H4ClNS",
  "method": "wB97M-V/def2-TZVPD",
  "species": ["Cl", "C", "C", "C", "N", "S", "C", "H", "H", "H", "H"],
  "positions_angstrom": [[-2.75, -0.33, -0.49], [-1.28, -0.50, 0.44], [-0.10, 0.40, 0.45], [0.96, 1.19, -0.29], [2.00, 0.47, -0.56], [1.72, -1.23, -0.23], [-0.04, -0.90, -0.32], [-1.52, -0.91, 1.43], [0.33, 0.28, 1.43], [0.96, 2.27, -0.45], [-0.27, -0.74, -1.39]],
  "gap_ev": 9.815,
  "homo_ev": -9.10,
  "mol_weight_g_mol": 133.6,
  "e_above_lowest_kj_mol": 343.2,
  "e_lumo_ev": 0.71
}

***

{
  "formula": "C4H4ClNS",
  "method": "wB97M-V/def2-TZVPD",
  "species": ["S", "C", "N", "C", "C", "C", "Cl", "H", "H", "H", "H"],
  "positions_angstrom": [[0.20, -0.04, 2.44], [0.07, -0.69, 0.71], [1.36, -0.66, 0.03], [1.20, -0.08, -1.12], [-0.08, 0.46, -1.32], [-0.84, 0.12, -0.27], [-2.45, 0.53, 0.17], [-0.76, 1.01, 2.55], [-0.24, -1.68, 0.71], [2.11, -0.09, -1.75], [-0.56, 1.12, -2.14]],
  "gap_ev": 9.432,
  "homo_ev": -9.43,
  "mol_weight_g_mol": 133.6,
  "e_above_lowest_kj_mol": 131.3,
  "e_lumo_ev": 0.00
}

***

{
  "formula": "C4H4ClNS2",
  "method": "wB97M-V/def2-TZVPD",
  "species": ["N", "C", "C", "S", "C", "Cl", "C", "S", "H", "H", "H", "H"],
  "positions_angstrom": [[-2.49, 1.62, -0.21], [-1.56, 0.95, 0.10], [-0.36, 0.18, 0.40], [-0.17, 0.34, 2.10], [-0.37, -0.97, -0.68], [0.22, -2.60, -0.28], [0.66, -0.08, -0.90], [2.36, -0.19, -0.56], [0.29, 1.58, 2.16], [-1.31, -0.81, -1.37], [0.50, 0.94, -1.56], [2.23, -0.95, 0.79]],
  "gap_ev": 9.602,
  "homo_ev": -9.42,
  "mol_weight_g_mol": 165.7,
  "e_above_lowest_kj_mol": 281.3,
  "e_lumo_ev": 0.18
}

***

Copy entry 9 word for word.
{
  "formula": "C4H4ClNOS",
  "method": "wB97M-V/def2-TZVPD",
  "species": ["H", "N", "C", "O", "C", "Cl", "H", "C", "C", "S", "H", "H"],
  "positions_angstrom": [[-1.20, -2.02, 1.21], [-1.36, -1.09, 1.04], [-1.20, -0.60, -0.07], [-0.95, -0.83, -1.36], [-1.30, 0.51, -1.00], [-2.86, 1.16, -1.61], [-0.46, 1.27, -1.13], [2.03, -0.25, 0.45], [1.70, 0.95, 0.78], [1.26, 2.40, 1.22], [1.20, -0.94, -0.05], [3.16, -0.57, 0.53]],
  "gap_ev": 8.460,
  "homo_ev": -8.90,
  "mol_weight_g_mol": 149.6,
  "e_above_lowest_kj_mol": 348.6,
  "e_lumo_ev": -0.44
}